[1]
{"formula": "C3H5NOS2", "method": "ωB97M-V/def2-TZVPD", "de_lowest_kj_mol": 269.1, "e_lumo_ev": -0.51, "charge": 0, "smiles": "O/N=C/[C@H](S)C=S", "total_energy_ha": -1043.58675, "fmax_ha_per_bohr": 0.05026, "elements": ["C", "C", "C", "H", "H", "H", "H", "H", "N", "O", "S", "S"], "xyz": [[0.9852, 0.9547, -0.2746], [0.4759, -0.3083, 0.3278], [-1.0312, -0.3859, 0.3266], [0.2038, 3.6479, -1.2246], [2.0766, 1.0932, -0.4520], [0.8845, -0.4760, 1.2839], [0.4439, -2.6420, -0.2881], [-1.5232, -0.2253, -0.6420], [0.1980, 1.8697, -0.6498], [0.8863, 2.9807, -1.0693], [1.0485, -1.6286, -0.8927], [-1.8698, -0.8648, 1.6519]]}

[2]
{"formula": "C4H12N2O", "method": "ωB97M-V/def2-TZVPD", "de_lowest_kj_mol": 185.1, "e_lumo_ev": 1.05, "charge": 0, "smiles": "[H]/N=C/NCCC.O", "total_energy_ha": -344.31453, "fmax_ha_per_bohr": 0.03301, "elements": ["C", "C", "C", "N", "C", "N", "H", "H", "H", "H", "H", "H", "H", "H", "H", "H", "H", "H", "O"], "xyz": [[0.9387, -0.1206, 2.2245], [1.0542, 1.1411, 1.3546], [1.3976, 0.8443, -0.0973], [0.4704, -0.0431, -0.7579], [-0.4254, 0.3241, -1.6862], [-1.2569, -0.5075, -2.2220], [-0.0534, -0.5543, 2.1492], [1.7069, -0.8414, 1.9387], [1.0586, 0.1825, 3.2652], [1.8891, 1.7297, 1.7396], [0.1791, 1.7968, 1.4533], [1.4576, 1.7737, -0.6692], [2.3835, 0.3580, -0.0688], [0.4015, -1.0324, -0.6095], [-0.2337, 1.3440, -2.0599], [-1.0524, -0.7015, -3.1959], [-2.3271, -1.9888, 1.0680], [-2.0485, -1.0415, -0.1448], [-1.7863, -1.2548, 0.7586]]}

[3]
{"formula": "C5H7NO", "method": "ωB97M-V/def2-TZVPD", "de_lowest_kj_mol": 179.4, "e_lumo_ev": 0.61, "charge": 0, "smiles": "C[C@H]1C=CNC1=O", "total_energy_ha": -324.65615, "fmax_ha_per_bohr": 0.04305, "elements": ["C", "C", "C", "C", "N", "C", "O", "H", "H", "H", "H", "H", "H", "H"], "xyz": [[-1.8526, 0.2797, -0.0506], [-0.3586, 0.1236, -0.2859], [0.6174, 0.9720, 0.4665], [1.7791, 0.3134, 0.4748], [1.6825, -0.9632, -0.1940], [0.2417, -1.2450, -0.0722], [-0.2747, -2.3181, -0.0194], [-2.1685, 1.3268, 0.0262], [-2.1249, -0.2097, 0.8944], [-2.4261, -0.2064, -0.8414], [0.0854, 0.1055, -1.3716], [0.4125, 1.9618, 0.8567], [2.7398, 0.6367, 0.8501], [1.5805, -0.6686, -1.2043]]}

[4]
{"formula": "C2H8O5Si", "method": "ωB97M-V/def2-TZVPD", "de_lowest_kj_mol": 725.8, "e_lumo_ev": 0.46, "charge": 0, "total_energy_ha": -746.58848, "fmax_ha_per_bohr": 0.08815, "elements": ["C", "C", "O", "O", "O", "O", "O", "Si", "H", "H", "H", "H", "H", "H", "H", "H"], "xyz": [[-0.3826, 1.9598, -0.2113], [-0.1571, 1.3347, 1.2256], [-1.2934, 3.0332, -0.1609], [-0.9296, 1.0592, -1.1581], [0.9039, 2.3601, -0.6823], [1.0228, -1.2354, -0.6276], [-1.0789, 1.5962, 2.0193], [0.3069, -1.6885, 0.7653], [-1.8946, 2.7204, -0.9099], [-0.3855, 0.3620, -1.3467], [0.7377, 3.3211, -0.9460], [1.6636, -0.5006, -0.5869], [-1.8405, 2.0583, 1.7369], [-0.3076, -3.1349, 0.6034], [1.2714, -1.2408, 1.8476], [-1.0153, -0.7328, 1.0465]]}

[5]
{"formula": "C45H53F6Ge2N5O7ReS4", "method": "ωB97M-V/def2-TZVPD", "spin_multiplicity": 2, "de_lowest_kj_mol": 0.0, "e_lumo_ev": [-7.47, -6.88], "charge": 2, "total_energy_ha": -8970.51646, "fmax_ha_per_bohr": 0.07867, "elements": ["Re", "F", "C", "F", "F", "S", "O", "O", "N", "S", "O", "O", "C", "F", "F", "F", "C", "C", "Ge", "C", "C", "C", "C", "Ge", "C", "C", "C", "C", "C", "C", "C", "C", "C", "C", "H", "H", "H", "H", "H", "H", "H", "H", "H", "H", "H", "H", "H", "H", "H", "H", "H", "H", "H", "H", "H", "H", "H", "H", "H", "H", "C", "N", "C", "C", "N", "C", "S", "H", "H", "H", "H", "H", "H", "C", "C", "C", "C", "C", "C", "C", "S", "C", "O", "H", "H", "H", "H", "H", "H", "H", "H", "H", "H", "O", "C", "N", "C", "C", "O", "N", "C", "C", "C", "C", "C", "C", "C", "C", "C", "C", "C", "C", "H", "H", "H", "H", "H", "H", "H", "H", "H", "H", "H"], "xyz": [[-0.5176, 0.0876, 0.6870], [-2.2188, 2.2283, 5.2183], [-1.0769, 1.7716, 4.7407], [-0.1032, 2.0701, 5.6038], [-1.1396, 0.4372, 4.6666], [-0.8020, 2.4605, 3.0120], [0.0242, 1.3745, 2.4157], [-0.0573, 3.6505, 3.1564], [-2.2322, 2.6242, 2.5084], [-3.1898, 1.4900, 1.9571], [-3.9647, 1.9742, 0.8773], [-2.5135, 0.2131, 1.9534], [-4.4524, 1.2495, 3.3398], [-4.7106, 2.3611, 4.0101], [-3.9978, 0.3364, 4.2034], [-5.5813, 0.7888, 2.8180], [3.0636, -0.9807, 5.1137], [1.7687, -0.1841, 5.0018], [1.9790, 1.3522, 3.6687], [2.4933, 3.1721, 4.4383], [3.7927, 3.0120, 5.2211], [3.2700, 0.8927, 2.2488], [3.3458, 0.5405, 0.9607], [1.7744, 0.5678, -0.3440], [2.0590, -0.7144, -1.9186], [3.4380, -0.9631, -2.5091], [1.7453, 2.5606, -0.7777], [2.3007, 3.0479, -2.1155], [4.7030, 0.4616, 0.3947], [5.7792, -0.0649, 1.1168], [7.0691, 0.0749, 0.6397], [7.3101, 0.7378, -0.5568], [6.2468, 1.2183, -1.3030], [4.9564, 1.0650, -0.8376], [2.9430, -1.7445, 5.8803], [3.8968, -0.3454, 5.4085], [3.2966, -1.4681, 4.1689], [1.5147, 0.2581, 5.9646], [0.9646, -0.8457, 4.6877], [1.7105, 3.5534, 5.0894], [2.6121, 3.8833, 3.6210], [3.6633, 2.3472, 6.0721], [4.1046, 3.9796, 5.6099], [4.5924, 2.6280, 4.5915], [4.2275, 1.0583, 2.7502], [1.3904, -0.3397, -2.6978], [1.6433, -1.6598, -1.5684], [3.7918, -0.1073, -3.0728], [3.3835, -1.8073, -3.1932], [4.1653, -1.1990, -1.7386], [2.2314, 3.0880, 0.0456], [0.6875, 2.7990, -0.7067], [3.3791, 3.1828, -2.0779], [1.8642, 4.0128, -2.3667], [2.0748, 2.3530, -2.9234], [5.6049, -0.5784, 2.0529], [7.8914, -0.3285, 1.2100], [8.3207, 0.8623, -0.9092], [6.4211, 1.7064, -2.2488], [4.1196, 1.4271, -1.4113], [-2.1288, -3.2478, 2.0045], [-0.8850, -3.8476, 1.6054], [-0.7032, -5.1624, 1.2700], [0.6169, -5.3400, 1.0012], [1.2237, -4.1355, 1.1917], [0.2995, -3.2250, 1.5338], [0.6813, -1.5843, 1.9331], [-2.9369, -3.7507, 1.4762], [-2.1437, -2.1838, 1.7629], [-2.2693, -3.3462, 3.0828], [-1.5119, -5.8660, 1.2490], [1.1461, -6.2207, 0.6959], [2.1900, -3.9119, 1.0030], [-2.6624, 7.9132, -2.9099], [-2.5760, 6.5364, -2.3440], [-3.7296, 5.7766, -2.1376], [-3.6502, 4.4753, -1.6764], [-2.4062, 3.9081, -1.4315], [-1.2579, 4.6653, -1.5811], [-1.3419, 5.9689, -2.0318], [-2.4393, 2.1449, -1.0757], [-1.5276, 1.6419, -2.5972], [-1.3574, 1.9236, -0.0173], [-3.5124, 8.4565, -2.5051], [-2.8071, 7.8549, -3.9888], [-1.7545, 8.4818, -2.7306], [-4.6960, 6.2087, -2.3525], [-4.5386, 3.8836, -1.5141], [-0.2966, 4.2397, -1.3559], [-0.4381, 6.5471, -2.1600], [-0.7956, 2.3871, -2.8798], [-2.2674, 1.5155, -3.3785], [-1.0481, 0.6900, -2.3844], [-3.2673, -0.0570, -0.6011], [-2.6736, -1.0610, -0.9508], [-3.1787, -2.0955, -1.6286], [-2.1572, -3.0468, -2.0143], [-0.9623, -2.4865, -1.2328], [0.1162, -3.0182, -1.0903], [-1.3240, -1.2908, -0.6590], [-1.9968, -2.9522, -3.5274], [-2.8647, -3.6742, -4.3384], [-2.8339, -3.4975, -5.7102], [-1.9430, -2.6016, -6.2757], [-1.0750, -1.8849, -5.4705], [-1.1065, -2.0512, -4.0963], [-2.4527, -4.4586, -1.5508], [-3.5886, -4.7474, -0.8052], [-3.8394, -6.0496, -0.4049], [-2.9616, -7.0659, -0.7448], [-1.8309, -6.7757, -1.4922], [-1.5714, -5.4770, -1.8930], [-4.1044, -2.0767, -2.0268], [-3.5716, -4.3629, -3.9007], [-3.5162, -4.0486, -6.3363], [-1.9304, -2.4571, -7.3435], [-0.3838, -1.1840, -5.9126], [-0.4387, -1.4772, -3.4703], [-4.2941, -3.9664, -0.5608], [-4.7341, -6.2712, 0.1534], [-3.1835, -8.0807, -0.4537], [-1.1574, -7.5660, -1.7815], [-0.7021, -5.2486, -2.4893]]}